1.
C28H47BBrF4N9O2PSSm | ωB97M-V/def2-TZVPD

Output
HOMO energy (spin up / spin down)   -0.018 / -0.018 Ha
DFT total energy   -166932.31674 eV
Total charge   -2
2S+1   6

XYZ file:
```
95
Properties=species:S:1:pos:R:3:forces:R:3:lowdin_charge:R:1
Sm -0.682 -0.148 -0.645 0.455 0.494 -0.130 1.45
N -3.918 2.039 2.346 0.008 0.027 -0.125 0.02
C -3.672 1.365 3.608 0.111 -0.068 -0.108 -0.28
C -2.235 0.939 3.927 -0.111 -0.142 0.026 -0.21
N -1.659 -0.162 3.154 -0.217 0.065 0.192 -0.15
C -2.409 -1.409 3.266 -0.007 0.077 -0.337 -0.19
C -2.508 -2.201 1.946 0.105 0.162 0.140 -0.24
N -2.777 -1.314 0.813 -0.074 -0.118 0.353 -0.02
C -0.271 -0.309 3.574 0.079 -0.124 -0.383 -0.20
C 0.495 -1.444 2.905 -0.159 0.028 0.039 -0.24
N 0.509 -1.347 1.446 0.284 0.108 0.182 -0.05
H -3.455 2.940 2.319 0.067 0.043 0.073 0.06
H -3.516 1.532 1.564 0.034 -0.131 -0.116 0.02
H -4.345 0.506 3.670 -0.013 0.047 0.037 0.09
H -3.979 2.043 4.411 -0.014 -0.038 0.029 0.10
H -2.192 0.698 5.011 0.008 0.049 0.012 0.11
H -1.599 1.811 3.764 0.111 0.039 0.047 0.11
H -3.427 -1.182 3.586 0.006 0.017 -0.003 0.10
H -1.979 -2.057 4.043 -0.044 -0.070 0.057 0.12
H -3.290 -2.961 2.072 0.044 -0.044 0.052 0.11
H -1.574 -2.721 1.738 -0.011 -0.026 -0.001 0.09
H -3.638 -0.802 0.976 0.024 0.195 -0.081 0.08
H -2.931 -1.854 -0.030 -0.052 -0.064 -0.090 0.03
H -0.221 -0.464 4.670 0.065 -0.004 0.000 0.12
H 0.251 0.624 3.347 -0.004 0.046 0.056 0.10
H 0.069 -2.410 3.187 -0.026 -0.003 -0.005 0.10
H 1.510 -1.422 3.323 0.003 -0.011 0.005 0.11
H 0.912 -2.201 1.067 -0.113 -0.006 -0.073 0.06
H 1.153 -0.586 1.176 -0.031 -0.113 0.061 -0.03
S -2.626 1.844 -1.372 -0.185 -0.302 -0.053 0.53
C -1.582 2.858 -0.455 -0.168 -0.048 0.243 -0.84
C -1.429 4.224 -0.771 0.164 0.094 0.078 -0.12
C -0.694 5.036 0.058 -0.013 -0.131 -0.005 -0.10
C -0.097 4.478 1.192 -0.072 0.098 -0.002 -0.11
C -0.233 3.121 1.389 0.116 -0.173 0.197 -0.20
N -0.941 2.306 0.602 -0.192 0.357 -0.271 -0.05
H -1.904 4.592 -1.670 -0.011 0.036 0.020 0.09
H -0.568 6.089 -0.168 -0.021 0.008 -0.005 0.09
H 0.485 5.076 1.881 0.028 -0.029 0.002 0.09
H 0.274 2.649 2.225 0.011 -0.047 -0.045 0.08
C 5.121 0.685 1.007 -0.005 0.010 -0.049 -0.24
N 4.823 0.625 -0.421 -0.019 0.038 0.019 -0.15
C 4.950 1.968 -0.962 0.043 0.039 0.012 -0.21
N 4.131 2.971 -0.291 -0.032 -0.084 0.032 -0.15
C 4.440 2.932 1.137 -0.011 0.018 -0.053 -0.24
N 4.314 1.629 1.760 0.126 0.015 0.178 -0.19
C 2.890 1.200 1.673 0.092 0.056 0.111 -0.28
P 1.953 1.056 -0.321 0.764 -0.038 0.168 0.76
C 3.505 0.045 -0.727 -0.317 -0.112 -0.003 -0.27
C 2.704 2.773 -0.583 -0.430 0.009 0.005 -0.27
H 6.177 0.971 1.110 -0.018 -0.006 0.000 0.11
H 4.986 -0.312 1.434 0.000 -0.002 -0.011 0.11
H 4.693 1.951 -2.024 0.010 -0.001 0.014 0.11
H 6.000 2.275 -0.862 -0.023 -0.013 -0.007 0.11
H 3.773 3.629 1.653 0.022 0.027 -0.010 0.11
H 5.476 3.279 1.258 -0.018 -0.015 -0.002 0.11
H 2.315 1.893 2.315 -0.010 -0.024 -0.057 0.03
H 2.847 0.218 2.181 -0.074 0.000 -0.049 0.04
H 3.479 -0.181 -1.794 0.009 -0.056 0.038 0.06
H 3.429 -0.919 -0.211 -0.005 0.022 -0.003 0.08
H 2.129 3.490 0.013 0.049 -0.008 -0.024 0.06
H 2.536 3.032 -1.634 -0.011 0.030 0.030 0.06
Br -3.701 -8.062 -0.997 -0.005 0.045 0.008 0.65
C -3.495 -6.218 -1.465 -0.012 -0.076 0.031 -0.68
C -2.507 -5.472 -0.854 -0.020 -0.063 0.021 -0.11
C -2.363 -4.141 -1.218 0.023 0.094 -0.043 -0.02
C -3.191 -3.565 -2.173 0.105 0.062 -0.002 -0.11
C -4.175 -4.346 -2.770 -0.059 0.033 0.009 -0.02
C -4.339 -5.677 -2.422 0.007 -0.002 0.011 -0.14
C -3.047 -2.100 -2.602 -0.282 0.096 -0.035 -0.60
O -3.779 -1.709 -3.507 0.138 -0.013 -0.023 0.02
O -2.210 -1.401 -1.938 0.171 -0.245 0.011 -0.26
H -1.840 -5.913 -0.126 0.016 -0.007 -0.024 0.11
H -1.561 -3.565 -0.781 -0.029 0.047 0.006 0.09
H -4.808 -3.881 -3.513 0.025 0.003 -0.015 0.11
H -5.102 -6.288 -2.885 0.001 0.004 -0.004 0.09
C 2.501 1.199 -3.840 -0.024 -0.070 0.210 -0.07
C 1.100 1.059 -3.223 -0.251 0.040 -0.162 -0.70
C 0.449 -0.185 -3.863 0.133 0.251 0.054 -0.06
C 0.291 2.301 -3.646 0.122 -0.088 -0.006 -0.08
N 1.022 0.901 -1.769 -0.387 -0.362 -0.334 -0.43
H 2.405 1.324 -4.922 0.017 0.023 -0.012 0.07
H 3.104 0.308 -3.658 0.038 0.019 -0.022 0.06
H 3.027 2.068 -3.442 0.029 -0.007 -0.027 0.05
H 0.420 -0.096 -4.954 -0.094 -0.033 -0.009 0.08
H -0.576 -0.302 -3.498 -0.022 -0.041 -0.167 0.05
H 1.016 -1.079 -3.598 -0.027 -0.012 0.029 0.08
H 0.273 2.409 -4.737 0.011 0.027 0.000 0.07
H 0.735 3.200 -3.209 -0.009 0.008 0.000 0.07
H -0.733 2.211 -3.285 -0.027 0.047 -0.005 0.02
F 0.422 -4.418 -2.166 0.042 0.041 0.081 0.14
B 1.040 -3.625 -1.211 0.067 0.077 0.033 -1.24
F 0.768 -4.105 0.099 0.004 -0.020 -0.076 0.08
F 2.407 -3.536 -1.425 -0.062 0.021 0.073 0.13
F 0.468 -2.287 -1.259 0.035 -0.102 -0.020 -0.02
```
Forces are in eV/Å.

---

2.
C3H4N2O2 | ωB97M-V/def2-TZVPD

Output
HOMO energy   -0.324 Ha
DFT total energy   -10246.03998 eV
ΔE to the lowest compared entry with this formula, charge and spin   600.6 kJ/mol
2S+1   1

XYZ file:
```
11
Properties=species:S:1:pos:R:3:forces:R:3:lowdin_charge:R:1
N -1.778 -0.381 -0.179 -0.096 0.335 0.113 0.16
C -0.522 -0.282 0.301 -0.433 -0.119 0.157 -0.40
C 0.028 0.848 0.949 -0.583 -0.396 0.564 0.04
O 1.428 0.366 1.332 0.019 -0.176 0.027 0.04
C 1.211 0.134 0.047 0.102 0.091 -0.080 -0.62
O 1.661 0.972 -0.903 -0.255 0.046 0.109 0.11
N 0.518 -1.101 -0.240 0.033 0.016 0.137 0.18
H -1.922 -0.876 -1.042 0.036 0.004 -0.050 0.11
H -2.397 0.400 0.020 0.196 -0.282 -0.053 0.11
H 1.121 1.733 -0.577 0.824 0.394 -0.846 0.12
H 0.797 -1.859 0.381 0.158 0.088 -0.079 0.13
```
Forces are in eV/Å.

---

3.
CH2N2O2Si | ωB97M-V/def2-TZVPD

Output
HOMO energy   -0.424 Ha
DFT total energy   -16018.16313 eV
ΔE to the lowest compared entry with this formula, charge and spin   115.7 kJ/mol
2S+1   1

XYZ file:
```
8
Properties=species:S:1:pos:R:3:forces:R:3:lowdin_charge:R:1
C 1.497 -0.077 -1.083 -2.028 1.582 1.273 -0.31
N 2.227 -0.922 -1.343 0.388 -0.122 -0.340 0.07
N -0.952 -0.616 0.303 -2.055 -0.575 -1.000 -0.56
O -1.728 -0.379 1.204 -0.304 0.863 1.635 -0.01
O -1.115 -1.562 -0.416 0.888 -0.957 -0.992 0.05
Si 0.111 0.808 0.054 2.000 -0.575 -0.051 0.79
H -0.754 2.040 -0.091 0.705 -0.772 -0.624 0.00
H 0.714 0.707 1.372 0.406 0.556 0.099 -0.02
```
Forces are in eV/Å.

---

4.
C2H3F2P | ωB97M-V/def2-TZVPD

Output
HOMO energy   -0.361 Ha
DFT total energy   -16846.25005 eV
ΔE to the lowest compared entry with this formula, charge and spin   49.9 kJ/mol
2S+1   1

XYZ file:
```
8
Properties=species:S:1:pos:R:3:forces:R:3:lowdin_charge:R:1
C -0.177 -0.329 -0.438 -4.210 -1.493 0.164 -0.13
C 0.657 0.469 0.079 5.138 3.723 1.093 -0.30
F 2.635 -1.162 -0.574 0.383 0.561 -0.522 -0.33
F 3.195 0.316 1.204 -0.265 0.541 -1.348 -0.35
P 2.722 0.436 -0.368 -2.986 -1.485 2.497 0.91
H -1.220 -0.154 0.046 1.424 -0.970 -1.564 0.10
H 0.049 -1.095 -1.156 -0.203 -0.324 -0.079 0.05
H 0.280 1.279 0.738 0.719 -0.552 -0.240 0.06
```
Forces are in eV/Å.

---

5.
C2H7S | ωB97M-V/def2-TZVPD

Output
HOMO energy   -0.085 Ha
DFT total energy   -13023.43702 eV
Total charge   -1
ΔE to the lowest compared entry with this formula, charge and spin   17.4 kJ/mol
2S+1   1

XYZ file:
```
10
Properties=species:S:1:pos:R:3:forces:R:3:lowdin_charge:R:1
S 2.800 -2.535 2.318 -0.013 0.223 0.284 -0.45
H 2.726 -3.227 1.185 -0.018 -0.194 -0.312 -0.54
C -0.625 1.438 -0.226 0.610 -0.357 0.364 -0.18
C -0.821 -0.028 -0.642 0.404 1.142 -0.473 -0.16
H -0.729 1.570 0.854 -0.527 0.026 -0.052 0.06
H -1.253 2.134 -0.779 -0.030 0.083 0.086 0.05
H 0.430 1.691 -0.366 -0.116 0.151 -0.360 0.06
H -0.131 -0.615 -0.043 -0.325 -0.517 -0.010 0.07
H -1.861 -0.329 -0.606 -0.108 -0.305 0.451 0.05
H -0.536 -0.099 -1.694 0.125 -0.252 0.022 0.05
```
Forces are in eV/Å.

---

6.
C4H9NO2S | ωB97M-V/def2-TZVPD

Output
HOMO energy   -0.318 Ha
DFT total energy   -20709.49640 eV
ΔE to the lowest compared entry with this formula, charge and spin   534.2 kJ/mol
2S+1   1

XYZ file:
```
17
Properties=species:S:1:pos:R:3:forces:R:3:lowdin_charge:R:1
C 0.827 -1.584 -0.091 -0.955 0.258 1.084 0.04
C 1.690 -0.437 0.063 1.361 -0.265 -1.933 -0.64
C -1.472 0.581 -1.326 -0.052 -2.007 1.398 -0.15
C -1.295 0.987 1.407 2.615 -0.414 0.566 -0.17
N 3.151 -0.696 -0.156 -1.199 -0.493 -0.585 0.07
O 1.285 0.732 0.058 0.777 -0.549 0.316 -0.09
O -2.351 -1.213 0.301 -3.284 -2.986 0.720 -0.44
S -1.189 -0.442 0.153 3.204 3.116 0.050 0.85
H 0.866 -2.449 0.650 -0.380 1.335 -0.758 0.05
H -0.592 1.084 -1.392 2.364 2.042 -0.576 0.01
H -1.631 -0.023 -2.172 -0.124 -1.023 -0.910 0.06
H -2.324 1.153 -1.116 -1.060 0.912 0.367 0.05
H -0.260 1.580 1.282 -2.565 -1.449 0.718 0.10
H -2.163 1.613 1.329 -0.461 0.291 -1.160 0.03
H -1.525 0.523 2.410 1.126 0.115 -0.931 0.07
H 3.458 -1.517 -0.747 -1.166 0.934 1.223 0.10
H 3.526 0.110 -0.651 -0.202 0.181 0.412 0.07
```
Forces are in eV/Å.

---

7.
C23H31N3O4S | ωB97M-V/def2-TZVPD

Output
HOMO energy   -0.306 Ha
DFT total energy   -47849.97400 eV
ΔE to the lowest compared entry with this formula, charge and spin   183.5 kJ/mol
2S+1   1

XYZ file:
```
62
Properties=species:S:1:pos:R:3:forces:R:3:lowdin_charge:R:1
C 1.609 5.936 -0.001 -0.087 0.026 -0.245 0.00
C 1.999 4.608 -0.614 -0.086 0.342 0.331 -0.51
O 1.737 4.293 -1.748 -0.046 -0.073 -0.278 0.08
N 2.676 3.811 0.275 0.152 0.013 0.420 0.12
C 3.226 2.546 0.077 0.093 -0.341 -0.123 -0.21
C 3.224 1.909 -1.164 -0.080 0.044 -0.133 0.01
C 3.798 0.657 -1.293 0.092 0.005 0.056 -0.06
C 4.361 0.036 -0.194 0.388 -0.643 -0.105 -0.28
C 4.381 0.663 1.038 0.052 0.074 0.071 -0.07
C 3.816 1.915 1.175 -0.050 -0.041 -0.105 -0.01
H 3.834 2.414 2.134 0.009 0.043 0.101 0.11
H 4.855 0.164 1.869 0.048 0.016 0.153 0.12
S 5.067 -1.607 -0.355 0.007 -0.181 0.043 0.67
O 5.506 -1.771 -1.709 -0.303 0.152 -0.114 -0.28
O 6.004 -1.780 0.716 -0.237 0.156 0.190 -0.28
N 3.857 -2.714 -0.108 0.881 0.565 -0.191 -0.23
C 2.880 -2.917 -1.148 -0.400 0.179 -0.594 -0.16
C 1.616 -2.085 -0.912 0.122 -0.170 -0.029 -0.16
N 1.098 -2.385 0.410 0.091 -0.124 0.008 -0.17
C 2.064 -2.024 1.430 0.127 -0.148 -0.012 -0.17
C 3.330 -2.862 1.225 -0.165 0.211 0.699 -0.17
H 4.120 -2.572 1.917 -0.121 -0.124 0.144 0.11
H 3.086 -3.918 1.376 0.042 0.071 0.014 0.13
H 1.637 -2.248 2.410 0.029 0.035 0.031 0.13
H 2.324 -0.952 1.396 -0.077 -0.107 0.079 0.11
C -0.245 -1.908 0.653 -0.083 0.217 -0.047 -0.19
C -0.452 -0.384 0.651 -0.347 -0.327 -0.035 -0.14
C -1.929 -0.050 0.840 0.398 0.263 0.307 -0.21
O -2.629 -0.557 -0.272 -0.236 -0.123 -0.239 -0.05
C -3.993 -0.482 -0.291 -0.219 -0.039 -0.093 -0.22
C -4.763 0.123 0.689 0.277 0.006 0.038 0.02
C -6.151 0.150 0.592 -0.106 -0.075 -0.141 -0.28
C -6.758 -0.437 -0.504 -0.056 0.091 0.153 -0.06
C -5.989 -1.039 -1.488 0.175 0.019 0.049 -0.04
C -4.611 -1.075 -1.404 0.137 -0.005 -0.006 -0.21
C -3.764 -1.726 -2.453 0.014 0.046 0.083 -0.04
H -3.214 -2.562 -2.025 0.089 -0.079 -0.058 0.08
H -3.033 -1.017 -2.837 0.089 -0.025 -0.100 0.08
H -4.377 -2.088 -3.274 -0.020 -0.032 -0.059 0.08
H -6.475 -1.493 -2.340 -0.015 -0.057 -0.104 0.11
H -7.834 -0.426 -0.596 -0.117 0.015 0.013 0.11
C -6.956 0.810 1.672 0.046 -0.002 -0.003 -0.05
H -6.686 1.863 1.758 -0.040 0.076 0.052 0.08
H -6.762 0.338 2.634 -0.043 0.010 0.088 0.08
H -8.019 0.741 1.460 -0.078 0.023 0.031 0.07
H -4.299 0.588 1.546 0.091 0.037 0.082 0.11
H -2.063 1.040 0.910 -0.066 -0.150 0.027 0.13
H -2.299 -0.510 1.767 -0.029 0.061 -0.076 0.13
H 0.121 0.081 1.454 0.018 0.081 -0.003 0.11
H -0.122 0.033 -0.302 0.067 0.115 -0.006 0.12
H -0.889 -2.340 -0.117 -0.033 -0.030 0.090 0.12
H -0.561 -2.309 1.621 -0.093 -0.012 -0.020 0.13
H 0.860 -2.354 -1.651 0.014 0.039 -0.050 0.13
H 1.857 -1.014 -1.028 -0.107 -0.115 -0.045 0.10
H 3.358 -2.660 -2.092 -0.166 -0.129 -0.080 0.11
H 2.613 -3.979 -1.155 0.031 0.070 -0.027 0.13
H 3.832 0.157 -2.248 -0.041 0.011 -0.160 0.12
H 2.780 2.400 -2.014 0.011 -0.009 -0.008 0.10
H 2.812 4.186 1.204 -0.070 0.009 -0.214 0.14
H 1.069 6.522 -0.739 0.005 -0.027 -0.005 0.09
H 2.498 6.481 0.307 0.054 0.056 0.065 0.08
H 0.972 5.781 0.867 -0.031 0.011 0.096 0.08
```
Forces are in eV/Å.